Density functional theory data (the ωB97M-V functional and the def2-TZVPD basis) for a structure of composition C21H24IN5S4Sr at a distorted geometry.

Results
Largest force on an atom ... 0.1081 hartree/bohr
ΔE to the lowest compared entry with this formula, charge and spin ... 186.73 kcal per mole
HOMO level (spin up / spin down) ... -0.526 / -0.729 eV
Orbital gap (spin up / spin down) ... 4.196 / 4.369 eV
Total charge ... -2

The geometry in XYZ format:
```
56
Properties=species:S:1:pos:R:3:lowdin_charge:R:1
I 2.17 -2.22 -2.44 0.479
Sr -0.66 -0.05 -0.50 1.129
S 0.35 -0.36 -4.65 -0.208
S -1.48 -0.89 -5.06 -0.093
S 2.41 1.44 -3.39 -0.207
S 0.52 0.78 -3.03 -0.297
N -2.83 -2.59 -0.82 -0.034
N -0.39 2.12 0.43 -0.172
N -2.82 0.55 -1.60 -0.016
N 9.71 1.34 1.70 0.098
N -0.98 -1.25 1.53 -0.162
C -3.97 1.89 0.18 -0.135
C 6.58 1.39 0.10 -0.048
C -3.49 -1.79 -1.94 -0.116
C 5.26 1.11 -0.15 -0.020
C -1.61 2.65 -0.42 -0.124
C -2.42 -0.90 1.05 -0.306
C 8.62 1.09 1.45 -0.229
C -5.03 1.01 0.14 -0.123
C 3.16 0.00 0.44 -0.238
C -1.04 1.46 1.71 -0.200
C 7.25 0.77 1.16 -0.275
C -3.16 -2.15 0.53 -0.241
C 2.01 -0.21 0.03 -0.176
C 0.02 -2.43 -1.72 -0.687
C -3.79 -0.36 -1.46 -0.346
C 4.53 0.22 0.67 -0.264
C -0.53 0.00 2.32 -0.162
C 5.24 -0.43 1.71 -0.046
C 6.57 -0.16 1.95 -0.065
C -2.84 1.60 -0.59 -0.357
C -4.95 -0.14 -0.73 -0.102
H 0.22 -3.16 -0.92 -0.124
H -0.34 -2.99 -2.59 -0.124
H -1.08 -0.03 3.27 0.096
H -4.44 -2.26 -2.21 0.102
H 7.12 2.08 -0.53 0.108
H -2.13 1.48 1.72 0.066
H 7.09 -0.67 2.75 0.103
H -0.99 -2.09 2.09 0.101
H -5.74 -0.89 -0.72 0.087
H -2.42 0.16 0.56 0.013
H -1.30 2.99 -1.41 0.094
H -2.86 -2.89 1.28 0.110
H 4.74 1.54 -1.00 0.099
H -2.80 -1.79 -2.78 0.035
H 4.71 -1.16 2.31 0.104
H -3.95 2.69 0.91 0.099
H -4.21 -1.97 0.79 0.096
H 0.54 0.04 2.51 0.086
H -5.85 1.10 0.84 0.072
H -3.05 -0.55 1.94 0.136
H -0.82 2.14 2.54 0.102
H -3.05 -3.57 -0.83 0.100
H 0.25 2.83 0.77 0.096
H -2.04 3.49 0.13 0.088
```

---

Density functional theory data (the ωB97M-V functional and the def2-TZVPD basis) for an isolated molecule of C21H24N2O5.

Results
Largest force on an atom ... 0.0186 hartree/bohr
ΔE to the lowest compared entry with this formula, charge and spin ... 19.63 kcal per mole
HOMO level ... -8.158 eV
Orbital gap ... 8.480 eV

The geometry in XYZ format:
```
52
Properties=species:S:1:pos:R:3:lowdin_charge:R:1
O 2.72 0.00 3.18 0.121
O -4.43 -2.08 1.83 0.051
O 1.24 -0.97 1.85 0.128
O -2.18 -2.83 -0.90 -0.020
O -1.35 0.36 -1.39 0.064
N -3.59 -0.70 0.25 0.094
N -1.53 2.39 -0.39 -0.070
C -0.92 -2.40 -0.67 -0.276
C 3.06 -1.08 -0.22 -0.115
C 1.74 -1.56 -0.44 -0.120
C -0.69 3.42 0.17 -0.137
C 0.86 -1.49 0.65 -0.186
C 5.25 -0.15 -0.48 -0.157
C 0.66 3.19 -0.52 -0.139
C -3.74 -1.89 0.84 -0.489
C -0.84 1.36 -0.93 -0.429
C -4.32 0.45 0.75 -0.174
C -0.05 -2.47 -1.77 0.004
C 0.63 1.69 -0.84 -0.061
C 2.50 -0.48 2.09 -0.404
C 1.25 -2.06 -1.66 -0.001
C 4.86 -0.14 1.01 -0.114
C 3.42 -0.57 0.99 -0.095
C -3.03 -3.09 0.20 -0.088
C -3.42 1.65 1.04 -0.134
C 4.21 -1.06 -1.18 -0.113
C -2.96 2.37 -0.24 -0.132
C -0.46 -1.92 0.54 0.076
H 3.93 -0.68 -2.16 0.115
H -0.44 -2.84 -2.70 0.123
H -3.36 1.85 -1.12 0.126
H 4.60 -2.07 -1.31 0.129
H -2.55 1.31 1.60 0.122
H -5.09 0.73 0.02 0.126
H 4.98 0.84 1.47 0.119
H -2.94 -0.56 -0.52 0.111
H -3.82 -3.73 -0.20 0.144
H 1.92 -2.12 -2.50 0.117
H 5.45 -0.86 1.59 0.125
H 1.05 1.11 -0.01 0.110
H 5.17 0.86 -0.88 0.110
H -3.98 2.34 1.68 0.109
H -2.51 -3.64 0.99 0.141
H -1.10 -1.83 1.41 0.133
H -1.11 4.41 -0.04 0.123
H -3.31 3.40 -0.26 0.124
H 1.50 3.47 0.10 0.112
H 0.70 3.76 -1.45 0.115
H 1.16 1.42 -1.75 0.128
H -0.61 3.30 1.26 0.128
H 6.26 -0.50 -0.63 0.106
H -4.81 0.12 1.66 0.119
```

---

Density functional theory data (the ωB97M-V functional and the def2-TZVPD basis) for an isolated molecule of C21H24N2O5 at a distorted geometry.

Results
Largest force on an atom ... 0.0289 hartree/bohr
ΔE to the lowest compared entry with this formula, charge and spin ... 83.32 kcal per mole
HOMO level ... -8.285 eV
Orbital gap ... 8.137 eV

The geometry in XYZ format:
```
52
Properties=species:S:1:pos:R:3:lowdin_charge:R:1
O 3.96 0.43 -1.94 0.124
O 1.96 -2.00 1.11 0.114
O 2.16 2.47 -2.58 0.085
O 5.07 -0.56 0.22 0.051
O -3.13 -3.29 -1.27 -0.050
N 0.84 1.61 -0.88 -0.005
N -1.78 3.57 0.67 -0.284
C -0.98 -1.06 0.72 -0.039
C -0.30 2.48 -0.98 -0.090
C -1.97 -1.98 0.45 -0.008
C 4.84 -2.67 0.90 0.018
C 2.27 -0.10 -0.24 -0.005
C 1.92 1.68 -1.68 -0.389
C -1.41 -1.85 -1.88 0.014
C -2.04 4.83 1.34 -0.112
C -0.19 -0.53 -0.29 -0.197
C -0.42 -0.94 -1.60 -0.007
C 6.28 -1.09 0.36 -0.095
C -2.20 -2.39 -0.86 -0.263
C 0.89 0.48 0.02 -0.167
C 2.73 -1.27 0.51 -0.275
C -0.41 3.46 0.21 -0.176
C -5.15 -2.94 0.06 -0.065
C 2.83 0.58 -1.26 -0.159
C 6.21 -2.39 0.78 -0.045
C -4.01 -3.87 -0.32 -0.248
C -2.16 2.46 1.52 -0.099
C 4.17 -1.52 0.54 -0.188
H -3.22 2.54 1.76 0.086
H 0.19 -0.53 -2.40 0.126
H -3.09 4.88 1.61 0.082
H 3.97 1.13 -2.62 0.131
H -4.41 -4.75 -0.84 0.123
H -1.44 4.97 2.25 0.088
H 4.38 -3.59 1.21 0.119
H -2.00 1.52 0.99 0.062
H -1.21 1.88 -1.03 0.125
H -5.70 -2.64 -0.82 0.079
H -0.20 3.03 -1.92 0.130
H -1.82 5.65 0.65 0.082
H -1.59 -2.17 -2.90 0.119
H 7.03 -3.05 0.98 0.102
H 7.12 -0.45 0.15 0.127
H -1.58 2.43 2.46 0.092
H -4.77 -2.04 0.55 0.066
H -0.07 4.45 -0.11 0.118
H -0.80 -0.77 1.75 0.121
H -2.55 -2.38 1.27 0.106
H 0.27 3.13 1.02 0.121
H 0.80 0.80 1.06 0.163
H -5.83 -3.45 0.74 0.076
H -3.46 -4.21 0.56 0.116
```

---

Density functional theory data (the ωB97M-V functional and the def2-TZVPD basis) for an isolated molecule of C21H24N2O6 at a distorted geometry.

Results
Largest force on an atom ... 0.0285 hartree/bohr
ΔE to the lowest compared entry with this formula, charge and spin ... 68.94 kcal per mole
HOMO level ... -8.637 eV
Orbital gap ... 8.518 eV

The geometry in XYZ format:
```
53
Properties=species:S:1:pos:R:3:lowdin_charge:R:1
O -2.66 -3.78 0.95 0.048
O -3.30 -0.90 -0.99 0.119
O 1.88 -3.45 -1.23 0.085
O -0.43 1.99 -1.31 -0.093
O -0.75 3.78 0.94 -0.116
O -0.72 -4.40 -0.77 0.122
N 3.23 1.39 -0.39 -0.304
N 0.94 -1.33 -1.15 0.015
C 3.43 2.09 0.87 -0.093
C -4.70 -3.22 0.26 0.020
C -0.60 1.91 2.38 0.000
C 2.77 0.03 -0.17 -0.168
C -0.62 2.42 1.09 -0.219
C -0.47 -0.32 1.52 -0.026
C -1.24 -2.00 -0.74 -0.026
C -3.36 -2.93 0.18 -0.188
C -0.51 0.54 2.60 -0.065
C -4.82 -4.32 1.12 -0.044
C -0.49 1.55 -0.01 -0.160
C -1.96 4.18 0.32 -0.065
C -0.38 -0.78 -0.95 -0.144
C 2.10 -0.53 -1.44 -0.088
C 0.95 -2.67 -1.08 -0.381
C -2.69 -1.86 -0.56 -0.286
C -0.46 -3.10 -0.82 -0.160
C -0.46 0.17 0.22 -0.096
C -3.54 -4.62 1.51 -0.095
C 4.43 1.43 -1.20 -0.095
C 0.55 2.98 -1.60 -0.048
H 2.49 2.12 1.42 0.077
H 0.34 3.93 -1.09 0.085
H -2.81 3.95 0.96 0.099
H 3.59 -0.64 0.14 0.130
H 2.79 -1.16 -2.01 0.128
H 3.74 3.12 0.65 0.085
H 4.23 0.94 -2.16 0.081
H 1.78 0.31 -2.06 0.129
H -2.11 3.69 -0.65 0.093
H 5.28 0.93 -0.72 0.089
H 0.13 -4.86 -0.92 0.129
H 2.04 0.05 0.63 0.107
H 4.70 2.47 -1.39 0.085
H -0.44 -1.39 1.68 0.125
H 1.54 2.63 -1.32 0.075
H -3.15 -5.37 2.17 0.127
H 0.49 3.13 -2.67 0.098
H 4.20 1.62 1.50 0.089
H -0.70 -0.23 -1.85 0.173
H -5.71 -4.83 1.42 0.103
H -0.67 2.60 3.20 0.121
H -1.89 5.26 0.18 0.095
H -5.49 -2.70 -0.25 0.120
H -0.50 0.16 3.60 0.105
```

---

Density functional theory data (the ωB97M-V functional and the def2-TZVPD basis) for an isolated molecule of C21H24N2OS at a distorted geometry.

Results
Largest force on an atom ... 0.0721 hartree/bohr
ΔE to the lowest compared entry with this formula, charge and spin ... 59.18 kcal per mole
HOMO level ... -8.374 eV
Orbital gap ... 8.835 eV

The geometry in XYZ format:
```
49
Properties=species:S:1:pos:R:3:lowdin_charge:R:1
S -1.64 0.70 2.13 0.951
O -6.81 1.86 1.31 0.046
N -8.05 0.08 1.31 0.164
N 0.60 0.38 -1.53 -0.133
C -4.48 -2.17 2.49 -0.078
C -3.23 -1.61 2.40 -0.102
C 1.26 0.61 -2.77 -0.149
C 3.30 -0.63 -2.00 -0.071
C -0.62 -0.28 0.96 -0.498
C 5.11 1.12 -3.18 -0.118
C -4.36 0.58 1.94 -0.017
C 5.56 -0.02 -2.49 -0.096
C 0.70 0.61 0.82 -0.156
C -3.18 -0.26 2.13 -0.491
C -5.64 -1.41 2.35 -0.045
C -6.87 0.68 1.58 -0.483
C 3.77 1.29 -3.32 -0.064
C -1.33 -0.58 -0.45 -0.099
C -1.31 1.82 -1.65 -0.109
C 0.78 1.38 -0.53 -0.301
C 2.78 0.46 -2.67 -0.195
C -0.29 2.53 -0.70 -0.090
C 4.67 -0.94 -1.88 -0.060
C -0.85 0.37 -1.58 -0.330
C -5.59 -0.08 1.97 -0.142
H 2.47 -1.29 -1.47 0.146
H 0.15 3.38 -1.18 0.091
H 0.98 1.29 1.64 0.104
H -2.45 -0.58 -0.29 0.121
H -2.37 -2.25 2.55 0.112
H -0.37 -1.25 1.39 0.084
H 1.48 -0.11 0.81 0.087
H -0.87 -1.53 -0.75 0.111
H 1.74 1.98 -0.75 0.167
H 4.98 -1.80 -1.28 0.097
H -4.21 1.69 1.75 0.133
H -8.15 -0.93 1.38 0.103
H -0.66 2.79 0.28 0.085
H 0.95 -0.12 -3.57 0.149
H 3.44 2.29 -3.53 0.096
H -8.83 0.66 1.37 0.086
H 6.63 0.03 -2.40 0.087
H -2.35 1.74 -1.34 0.104
H -6.60 -1.90 2.45 0.102
H -1.34 2.28 -2.66 0.112
H -4.56 -3.16 2.91 0.104
H 5.81 1.75 -3.82 0.129
H 0.97 1.59 -3.14 0.119
H -1.28 -0.17 -2.42 0.138
```

---

Density functional theory data (the ωB97M-V functional and the def2-TZVPD basis) for a structure of composition C21H24N3O4PRuS4 at a distorted geometry.

Results
Largest force on an atom ... 0.0731 hartree/bohr
Spin multiplicity ... 2
ΔE to the lowest compared entry with this formula, charge and spin ... 54.80 kcal per mole
HOMO level (spin up / spin down) ... -3.960 / -3.919 eV
Orbital gap (spin up / spin down) ... 6.265 / 5.435 eV
Total charge ... -1

The geometry in XYZ format:
```
58
Properties=species:S:1:pos:R:3:lowdin_charge:R:1
Ru -0.25 -0.50 0.96 0.613
S -2.53 -1.09 1.66 0.112
S -3.01 -3.01 1.29 -0.060
S -0.04 -2.72 0.01 0.140
S -1.40 -4.01 0.65 -0.054
P -0.39 1.08 -1.10 1.066
O -3.01 3.62 0.48 -0.031
O -2.07 1.67 1.13 -0.245
O 1.79 -0.54 0.36 -0.276
O 3.92 0.09 0.13 0.003
N 0.34 1.25 2.23 -0.058
N 0.82 -2.50 4.69 0.093
N 0.50 -1.55 2.75 -0.037
C 2.06 1.26 -2.46 -0.070
C 1.79 -3.00 3.85 -0.077
C -1.09 -0.88 4.59 -0.049
C -2.78 -0.32 -1.68 -0.129
C 1.58 -2.40 2.65 -0.173
C -2.94 -2.27 -3.09 -0.105
C 0.05 -1.63 3.99 -0.381
C 0.93 2.22 -4.81 -0.092
C -3.53 -1.35 -2.23 -0.095
C -1.59 2.48 -1.05 -0.248
C 2.74 0.87 2.03 -0.109
C 2.86 0.08 0.75 -0.681
C 2.30 2.02 -4.73 -0.102
C -2.30 2.62 0.33 -0.757
C 0.68 1.46 -2.53 -0.360
C 0.12 1.94 -3.72 -0.094
C -0.84 -1.13 -2.83 -0.142
C -1.42 -0.20 -1.96 -0.389
C 1.61 1.89 1.89 -0.228
C 2.86 1.54 -3.56 -0.078
C -1.59 -2.15 -3.39 -0.103
H 0.30 1.01 3.21 0.076
H 0.48 2.59 -5.72 0.096
H -1.11 -2.87 -4.04 0.098
H -0.74 -0.25 5.41 0.083
H 2.53 -3.71 4.18 0.106
H 2.93 2.24 -5.58 0.094
H 2.12 -2.51 1.73 0.082
H -0.48 1.83 2.00 0.052
H -1.56 -0.27 3.83 0.004
H 1.80 2.77 2.51 0.111
H -0.95 2.08 -3.79 0.107
H -1.84 -1.56 4.99 0.086
H 1.54 2.22 0.86 0.105
H -4.58 -1.44 -1.98 0.101
H 2.51 0.86 -1.56 0.072
H 2.50 0.18 2.85 0.100
H -1.05 3.42 -1.22 0.085
H 3.93 1.37 -3.49 0.103
H -3.25 0.38 -1.00 0.091
H 0.22 -1.06 -3.05 0.107
H -2.34 2.37 -1.83 0.079
H 3.69 1.35 2.25 0.111
H -3.52 -3.08 -3.51 0.093
H 0.67 -2.76 5.65 0.151
```

---

Density functional theory data (the ωB97M-V functional and the def2-TZVPD basis) for a cluster of 2 separate species, C21H24N4O2S in total at a distorted geometry.

Results
Largest force on an atom ... 0.0211 hartree/bohr
ΔE to the lowest compared entry with this formula, charge and spin ... 105.86 kcal per mole
HOMO level ... -7.201 eV
Orbital gap ... 4.740 eV

The geometry in XYZ format:
```
52
Properties=species:S:1:pos:R:3:lowdin_charge:R:1
S -3.52 2.46 7.37 0.527
O -1.58 4.45 3.49 -0.028
O 0.87 1.19 5.64 -0.008
N -0.97 2.15 6.61 0.095
N -5.29 -0.91 2.25 -0.241
N 4.98 -0.94 2.30 -0.248
N -2.04 3.96 5.69 0.098
C -5.88 -1.47 1.05 -0.068
C 0.05 3.25 4.75 0.001
C 3.70 -0.38 2.38 -0.218
C -0.15 1.36 2.31 0.098
C 1.12 0.74 2.42 -0.195
C -3.81 0.98 2.63 0.028
C -2.12 2.89 6.54 -0.876
C 2.26 1.56 2.18 0.005
C 5.66 -1.46 3.47 -0.065
C 0.09 2.16 5.64 -0.486
C 5.57 -1.30 1.03 -0.067
C 3.52 1.01 2.14 0.018
C -1.17 3.94 4.56 -0.486
C -1.40 0.72 2.28 -0.180
C -1.62 -0.64 1.92 -0.003
C -2.91 -1.16 1.86 0.014
C 1.34 -0.62 2.79 0.007
C -5.95 -1.27 3.49 -0.058
C -2.55 1.52 2.54 0.019
C 2.60 -1.18 2.75 0.022
C -4.02 -0.37 2.24 -0.219
H 2.75 -2.24 2.99 0.129
H -7.03 -1.17 3.33 0.084
H 5.19 -0.63 0.25 0.090
H -5.57 -0.88 0.18 0.094
H 6.74 -1.37 3.28 0.084
H -5.58 -2.52 0.88 0.082
H -2.41 2.59 2.69 0.104
H 5.32 -2.34 0.74 0.088
H -0.16 2.44 2.10 0.135
H 5.41 -2.52 3.66 0.084
H 6.66 -1.20 1.11 0.084
H -3.06 -2.20 1.55 0.122
H -0.99 1.36 7.24 0.130
H -4.66 1.59 2.95 0.134
H 0.87 3.42 4.07 0.093
H 4.40 1.63 1.98 0.126
H -0.77 -1.27 1.67 0.105
H -5.71 -2.31 3.78 0.092
H 5.40 -0.87 4.35 0.098
H -6.97 -1.41 1.16 0.087
H -2.90 4.49 5.56 0.131
H -5.62 -0.60 4.29 0.095
H 0.49 -1.22 3.14 0.118
H 2.11 2.63 2.04 0.127
```

---

Density functional theory data (the ωB97M-V functional and the def2-TZVPD basis) for a structure of composition C21H24N4OS2Tc at a distorted geometry.

Results
Largest force on an atom ... 0.0523 hartree/bohr
Spin multiplicity ... 2
ΔE to the lowest compared entry with this formula, charge and spin ... 31.59 kcal per mole
HOMO level (spin up / spin down) ... -12.822 / -13.972 eV
Orbital gap (spin up / spin down) ... 3.910 / 5.209 eV
Total charge ... +2

The geometry in XYZ format:
```
53
Properties=species:S:1:pos:R:3:lowdin_charge:R:1
Tc 2.72 1.18 1.53 1.006
S 2.48 0.34 -0.58 0.736
S 0.47 0.88 1.82 0.724
O 3.53 0.15 2.47 -0.371
N 0.40 -0.88 -1.71 -0.092
N 2.70 3.16 1.95 0.016
N 3.01 5.40 2.87 -0.144
N -0.98 -1.06 0.70 -0.078
C -5.61 -0.97 1.17 -0.052
C 2.21 -3.24 -2.39 -0.040
C 1.83 -5.20 -3.73 -0.057
C -4.35 -1.44 1.53 -0.037
C 1.15 -1.04 -2.98 -0.092
C 4.32 6.07 2.81 0.027
C 2.43 -4.59 -2.63 -0.059
C 1.03 -4.47 -4.59 -0.053
C -3.41 0.72 1.06 -0.042
C 0.05 -0.27 0.59 -0.604
C 1.90 6.11 3.53 0.027
C -4.66 1.19 0.68 -0.060
C 0.80 -3.12 -4.35 -0.040
C -1.89 -1.10 1.87 -0.091
C -1.29 -2.02 -0.37 -0.060
C -3.25 -0.59 1.48 -0.235
C 2.85 4.23 2.40 -0.186
C 0.88 -0.33 -0.63 -0.621
C 1.39 -2.50 -3.25 -0.236
C -5.76 0.34 0.74 -0.057
C -0.98 -1.39 -1.71 -0.065
H 4.21 7.01 2.27 0.109
H 3.07 -5.16 -1.97 0.113
H -1.44 -0.52 2.67 0.090
H -6.74 0.70 0.46 0.116
H 0.18 -2.55 -5.02 0.120
H 2.07 -0.48 -2.91 0.088
H -1.06 -2.14 -2.50 0.139
H 2.69 -2.76 -1.55 0.106
H 4.68 6.26 3.82 0.109
H 2.17 6.30 4.57 0.110
H -2.35 -2.25 -0.31 0.140
H -4.23 -2.46 1.87 0.121
H 1.73 7.06 3.02 0.109
H -2.56 1.40 1.03 0.102
H 0.53 -0.60 -3.76 0.142
H -0.70 -2.93 -0.21 0.157
H 2.01 -6.25 -3.92 0.116
H 5.03 5.44 2.28 0.104
H -4.79 2.21 0.36 0.112
H -6.46 -1.63 1.22 0.117
H -1.93 -2.14 2.19 0.143
H 0.57 -4.95 -5.44 0.116
H 1.00 5.51 3.49 0.103
H -1.66 -0.57 -1.93 0.154
```

---

Molecular weight, record by record: 689.250, 384.432, 384.432, 400.431, 352.503, 642.752, 396.516, 510.584 g mol⁻¹